[1]
Entry from the Open Molecules 2025 dataset: a structure of composition C33H38Cl2MnN7O2Si (ωB97M-V with the def2-TZVPD basis set).

The geometry in ORCA input format:
```
! wB97M-V def2-TZVPD RIJCOSX def2/J DEFGRID3
* xyz -1 6
Mn 0.24 0.51 0.29
Cl 6.12 -1.65 -2.86
Cl 3.93 -1.82 -5.19
Si 1.30 3.66 1.16
O -0.72 -1.45 -3.35
O 4.10 -0.86 1.61
N 2.29 -0.20 0.29
N -0.14 -2.13 0.87
N 0.47 -0.33 -1.67
N -0.87 -4.23 0.05
N 0.14 2.65 0.42
N -1.89 0.25 -0.45
N 0.86 0.31 2.52
C 0.64 0.39 4.89
C -0.59 -0.76 -2.33
C -0.99 3.20 -0.14
C -3.09 -0.49 -2.38
C 2.18 -1.03 -3.29
C -2.49 -2.59 0.89
C 3.51 -1.34 -3.57
C 1.26 3.74 3.05
C -1.95 -4.97 -0.58
C 4.45 -1.27 -2.56
C 1.09 5.44 0.58
C 0.14 0.54 3.61
C -3.03 0.69 0.08
C 1.79 -0.65 -2.01
C -3.38 4.21 -1.31
C 0.49 -4.71 -0.16
C -4.27 -0.03 -1.82
C 4.08 -0.89 -1.28
C -4.25 0.57 -0.56
C 1.97 0.00 5.03
C 2.96 -0.43 1.41
C -2.24 -4.57 -2.02
C -1.29 3.02 -1.51
C -1.91 -0.31 -1.66
C -2.46 3.50 -2.07
C 3.05 3.16 0.71
C -3.10 4.43 0.03
C 2.75 -0.58 -0.98
C 2.72 -0.24 3.90
C -1.07 -2.98 0.58
C 2.13 -0.09 2.65
C 1.20 -4.20 -1.41
C -1.94 3.93 0.60
H 4.81 -0.86 -0.49
H -2.96 -3.33 1.54
H 0.20 5.92 0.99
H 1.62 2.81 3.51
H -5.20 -0.14 -2.36
H 1.22 -3.11 -1.44
H 3.33 2.17 1.09
H -3.03 -0.95 -3.35
H -2.65 3.32 -3.13
H -1.74 4.09 1.66
H 3.75 -0.56 3.94
H 0.01 0.59 5.75
H -2.46 -1.64 1.41
H -1.44 -4.87 -2.70
H 0.44 -5.81 -0.18
H -2.85 -4.85 0.02
H 3.17 3.13 -0.37
H 0.78 -2.44 0.59
H -1.69 -6.03 -0.53
H -0.58 2.47 -2.11
H -4.30 4.59 -1.76
H -3.17 -5.04 -2.37
H -3.09 -2.48 -0.01
H 2.40 -0.12 6.02
H 0.71 -4.54 -2.32
H -0.87 0.87 3.45
H 0.25 3.92 3.42
H 1.96 6.04 0.87
H -2.34 -3.49 -2.12
H 1.00 5.48 -0.51
H 1.08 -4.46 0.73
H -3.80 4.98 0.65
H 2.23 -4.55 -1.42
H -2.96 1.17 1.05
H 3.77 3.89 1.11
H -5.14 0.96 -0.10
H 1.44 -1.11 -4.07
H 1.90 4.55 3.41
*
```

Calculated values
<S²>	8.755
Kohn-Sham gap (alpha / beta)	0.24990 / 0.25728	Ha

***

[2]
Entry from the Open Molecules 2025 dataset: a cluster of 2 separate species, C8H16N2O in total at a distorted geometry (ωB97M-V with the def2-TZVPD basis set).

The geometry in ORCA input format:
```
! wB97M-V def2-TZVPD RIJCOSX def2/J DEFGRID3
* xyz 2 1
O -1.84 1.04 1.83
N -1.42 -0.80 -0.32
N -0.35 1.50 -0.55
C -0.49 2.65 -1.14
C 1.69 -0.08 -0.29
C 0.98 -1.50 -0.06
C -2.85 -1.26 -0.13
C 2.92 -0.21 0.57
C 0.75 1.00 0.28
C -1.41 0.60 -0.58
C -0.44 -1.67 -0.16
H 3.82 -0.67 -0.07
H 0.39 0.69 1.26
H 0.37 3.28 -0.97
H -1.34 2.82 -1.65
H 1.33 -2.36 -0.62
H -0.57 -2.78 -0.03
H -3.04 -1.69 -1.14
H -2.60 0.55 2.20
H -2.29 1.15 -0.84
H 2.83 -0.72 1.59
H 3.44 0.70 0.78
H -2.76 -2.08 0.59
H -3.64 -0.57 -0.01
H 1.12 -2.03 0.99
H 1.30 1.84 0.49
H 1.77 0.18 -1.29
*
```

Calculated values
Kohn-Sham gap (alpha / beta)	0.22955 / 0.23011	Ha

***

[3]
Entry from the Open Molecules 2025 dataset: a cluster of 2 separate species, C3H5N3Se in total at a distorted geometry (ωB97M-V with the def2-TZVPD basis set).

The geometry in ORCA input format:
```
! wB97M-V def2-TZVPD RIJCOSX def2/J DEFGRID3
* xyz 0 1
Se 4.41 -0.23 0.38
N -0.79 -1.23 -0.61
N 0.54 -1.31 -0.90
N 0.30 0.56 0.20
C -0.91 -0.03 0.00
C 1.13 -0.29 -0.35
C -2.18 0.74 0.43
H -2.27 1.68 -0.19
H 3.98 1.14 0.48
H 0.84 -2.17 -1.41
H -1.93 1.08 1.49
H -3.12 0.06 0.47
*
```

Calculated values
Kohn-Sham gap (alpha / beta)	0.21160 / 0.21279	Ha

***

[4]
Entry from the Open Molecules 2025 dataset: a cluster of 7 separate species, C24H47F9O18S4 in total at a distorted geometry (ωB97M-V with the def2-TZVPD basis set).

The geometry in ORCA input format:
```
! wB97M-V def2-TZVPD RIJCOSX def2/J DEFGRID3
* xyz 0 1
S 5.40 -1.30 -0.58
S -1.90 0.63 0.57
S -6.13 0.17 -0.35
S 7.50 3.17 -0.15
F 4.01 1.18 6.63
F 4.50 1.75 4.58
F -1.97 1.39 -4.99
F -1.34 -4.78 -3.15
F 3.84 3.24 6.01
F -2.33 -3.05 -2.28
F -0.39 2.72 -4.38
F -2.16 3.51 -5.35
F -1.41 -4.54 -1.01
O 8.16 3.05 -1.41
O 3.99 -1.47 -0.72
O 2.04 0.50 4.85
O -0.52 1.14 -0.05
O -5.91 0.19 -1.75
O -1.68 0.13 1.90
O -5.22 -0.57 0.47
O 6.13 2.38 -0.22
O -2.98 1.94 -2.55
O -4.13 -5.02 -1.05
O 6.06 -0.42 -1.48
O -2.93 1.55 0.24
O -3.57 -6.04 -2.97
O 1.37 2.60 5.21
O 6.05 -2.75 -0.54
O -2.29 4.07 -2.79
O 7.30 4.45 0.42
O -7.63 -0.24 -0.06
C -5.54 -6.84 -4.13
C -3.43 -5.14 -2.01
C -2.09 -4.35 -2.15
C -4.63 -6.97 -2.93
C -6.17 1.87 0.19
C -2.91 4.48 -1.56
C 8.27 2.16 1.07
C 1.20 -0.32 0.93
C -4.36 4.84 -1.72
C 0.68 1.09 0.75
C 0.69 0.06 4.61
C 7.32 -3.14 -2.58
C 2.20 1.75 5.19
C 7.37 -2.86 -1.09
C 0.72 -1.45 4.42
C -8.03 -0.39 1.30
C -1.73 2.57 -4.49
C 3.67 1.98 5.61
C 4.05 3.36 0.46
C -2.39 2.80 -3.12
C -9.39 0.24 1.60
C 4.96 3.08 -0.70
C -2.12 -0.76 -0.49
C 5.72 -0.82 1.09
H 4.54 2.44 -1.48
H 0.43 1.50 1.73
H 6.71 -4.01 -2.79
H -1.40 -1.54 -0.23
H 0.10 0.29 5.51
H 7.97 -1.96 -0.94
H -2.20 -0.40 -1.51
H -7.28 -0.04 2.01
H -6.38 -7.53 -4.10
H -2.31 5.31 -1.19
H -9.90 -0.34 2.37
H 1.63 -1.71 3.88
H -4.77 5.22 -0.79
H 7.92 -3.66 -0.59
H 7.66 2.14 1.97
H 1.37 -0.84 -0.02
H 5.26 4.01 -1.18
H -0.18 -1.73 3.90
H -4.41 5.57 -2.53
H -8.21 -1.46 1.45
H 6.67 -1.17 1.49
H -3.13 -1.16 -0.39
H -7.11 2.33 -0.09
H -10.01 0.24 0.71
H -4.29 -8.00 -2.80
H -5.04 -6.92 -5.09
H 6.91 -2.30 -3.15
H 1.44 1.75 0.35
H 0.32 0.51 3.70
H 5.54 0.26 1.13
H -4.96 4.00 -2.07
H -5.87 1.87 1.24
H -2.76 3.69 -0.82
H -6.01 -5.85 -4.08
H 8.46 1.14 0.75
H 8.30 -3.36 -3.00
H -5.25 -6.80 -2.05
H 3.02 3.64 0.21
H 0.84 -2.00 5.36
H -5.32 2.31 -0.33
H -9.31 1.27 1.96
H 9.25 2.60 1.25
H 0.52 -1.00 1.44
H 4.48 3.93 1.28
H 4.91 -1.13 1.75
H 3.82 2.39 0.94
H 2.11 -0.33 1.53
*
```

Calculated values
SMILES string	CCOC(=O)C(F)(F)F.CCOC(=O)C(F)(F)F.CCOC(=O)C(F)(F)F.CCOS(C)(=O)=O.CCOS(C)(=O)=O.CCOS(C)(=O)=O.CCOS(C)(=O)=O
Kohn-Sham gap	0.41116	Ha

***

We obtain calculated total energy values of -113614.33060 -13558.51798 -73003.43219 -130301.93949 eV for the records listed above, in that order.